(1)
5 unconnected molecules or ions with the total composition C31H67N8O10P2S3 in a non-equilibrium geometry, computed with ωB97M-V with the def2-TZVPD basis set.

```
121
Properties=species:S:1:pos:R:3:forces:R:3
O 0.824602 6.716999 6.084321 -0.65 -0.87 -1.58
P -0.161164 6.364219 5.037179 0.01 2.80 1.28
O -0.117286 7.423501 3.752263 -1.36 -1.54 1.55
O -1.687246 6.352671 5.749396 1.58 -0.94 -2.20
P 0.169154 4.325520 4.298897 -0.11 -1.15 0.23
C -1.227865 3.818636 3.155573 -1.06 -1.00 -1.95
C -2.194895 4.809755 2.656736 0.60 1.02 0.82
N -3.249059 4.655799 1.847926 2.26 -0.76 1.38
N -3.327810 3.395821 1.458704 -0.50 -1.37 -0.60
C -2.565264 2.341124 1.785096 1.14 -2.01 0.87
C -2.908484 0.943387 1.150571 0.16 0.60 -0.97
C -3.113189 1.113971 -0.417244 -0.17 0.12 -0.03
C -1.998220 1.993771 -1.113349 -0.31 0.51 -1.06
C -2.551101 3.365074 -1.720978 -0.49 -0.73 -0.05
S -1.822095 3.714129 -3.384190 3.28 3.09 -1.28
O -0.388058 3.445336 -3.319754 -2.03 -1.37 0.41
O -2.019178 5.104278 -3.756974 -1.44 -1.62 0.67
O -2.542977 2.782380 -4.536601 0.06 0.25 2.34
C -1.430107 2.428236 2.703614 -0.88 2.78 0.08
C -0.527348 1.269671 3.154713 0.84 -0.17 0.16
C 0.790211 1.109776 2.248973 -0.55 -0.04 0.99
C 2.004269 0.496079 3.057460 0.09 -0.48 -1.24
S 3.509009 1.528701 2.649113 -0.52 0.67 -0.22
C 3.487737 1.536839 0.797022 -0.41 -1.67 -0.33
S 3.796268 0.099601 0.058183 -0.13 1.65 0.46
N 3.195302 2.720981 0.035007 0.24 1.91 -0.75
C 1.981000 3.336536 -0.252979 -2.16 1.80 -0.63
C 2.136865 4.516361 -1.063448 2.21 -3.92 2.61
N 3.536864 4.592890 -1.241429 0.08 -0.65 0.43
C 4.132542 3.574969 -0.625242 -1.19 0.20 -0.08
H -1.015718 7.785025 3.567951 0.35 0.28 0.07
H -2.105297 5.511699 5.465745 -0.21 0.64 0.49
H 1.302123 4.444664 3.425311 -0.68 0.19 0.06
H -2.034374 5.864407 3.003359 -0.38 -1.12 -0.54
H -4.100397 3.214796 0.802848 0.40 0.12 0.39
H -3.829084 0.492249 1.618297 1.00 0.48 -0.33
H -2.031586 0.256361 1.284296 -0.91 0.75 0.18
H -3.120768 0.120375 -0.944256 -0.09 0.81 0.91
H -4.139883 1.549939 -0.596935 0.99 -0.37 0.05
H -1.580624 1.432461 -1.997494 -0.22 0.39 1.12
H -1.131556 2.256909 -0.457577 -0.69 -0.47 -0.45
H -3.668141 3.367241 -1.843796 0.94 -0.03 0.06
H -2.281456 4.255545 -1.100509 -0.06 -0.60 -0.82
H -3.140997 2.181036 -4.047838 0.13 0.00 -0.64
H -1.024216 0.271045 3.219524 0.01 1.02 -0.07
H -0.140705 1.506574 4.189894 -0.66 -0.03 -0.98
H 0.561635 0.434418 1.388376 0.23 0.93 0.39
H 1.079936 2.148337 1.955426 -0.25 -1.05 -0.10
H 2.269379 -0.548403 2.726125 -0.55 1.01 0.31
H 1.830495 0.458229 4.160533 0.45 0.41 -0.86
H 0.981411 3.000605 0.100117 1.24 -0.17 -0.22
H 1.327123 5.182763 -1.411814 1.09 -0.46 0.01
H 5.207797 3.324527 -0.541634 -0.91 0.48 -0.31
C 2.391072 -5.018869 -2.034812 0.02 -0.17 -0.25
C 3.095419 -3.851932 -1.352161 -0.21 -0.23 0.21
C 3.859241 -4.239786 -0.072476 0.15 0.15 -0.04
O 3.037744 -4.497598 1.057998 0.13 -0.07 -0.18
C 2.397152 -5.763376 1.047146 -0.16 0.20 0.24
N 2.113677 -2.791795 -1.090767 0.05 0.18 0.19
H 1.453098 -5.292089 -1.548679 0.05 0.07 0.08
H 2.139155 -4.755299 -3.064323 0.05 0.04 0.06
H 3.031807 -5.903935 -2.065656 -0.01 0.01 -0.01
H 3.834604 -3.464219 -2.061005 0.02 0.05 0.12
H 4.490329 -3.392209 0.212677 -0.09 -0.01 0.08
H 4.537386 -5.084791 -0.252408 -0.13 -0.07 -0.06
H 3.033983 -6.539229 0.613160 -0.02 0.03 -0.10
H 1.446890 -5.703186 0.513816 0.03 -0.22 -0.12
H 2.172934 -6.034632 2.079545 0.11 0.06 0.01
H 2.603157 -1.969069 -0.744742 -0.07 -0.08 -0.19
H 1.549538 -3.089837 -0.295946 0.00 -0.08 -0.12
C -3.132661 10.857817 4.770519 0.13 -0.06 0.23
C -2.577773 10.744818 3.353473 -0.31 0.16 0.19
C -3.108389 11.813975 2.381726 0.10 -0.02 -0.19
O -4.445108 11.614114 1.948696 0.22 0.05 0.18
C -5.437644 11.974848 2.897009 -0.17 -0.16 -0.24
N -2.833883 9.387650 2.847029 0.37 -0.36 -0.28
H -4.141312 10.454172 4.862973 0.02 0.05 -0.11
H -2.507939 10.291807 5.465409 -0.01 0.02 -0.06
H -3.146684 11.896151 5.106901 -0.01 -0.04 -0.02
H -1.493891 10.883885 3.422723 -0.04 0.01 -0.13
H -2.498821 11.775458 1.473900 -0.10 -0.03 -0.02
H -2.986709 12.823936 2.794193 -0.05 -0.08 0.14
H -5.150638 12.859024 3.471964 0.05 -0.05 0.05
H -5.649968 11.135947 3.561770 -0.02 0.13 0.19
H -6.355710 12.197134 2.352738 0.10 0.04 -0.08
H -2.360691 9.278180 1.951315 -0.04 0.12 0.02
H -3.822247 9.333291 2.605288 0.05 -0.05 0.14
C -2.343970 -6.411094 -5.792393 0.01 -0.08 -0.26
C -1.636142 -5.246298 -5.106194 -0.25 -0.21 0.22
C -0.874298 -5.638261 -3.826129 0.12 0.18 -0.07
O -1.697106 -5.894449 -2.695704 0.19 -0.10 -0.14
C -2.342751 -7.157470 -2.706629 -0.15 0.21 0.23
N -2.613922 -4.182982 -4.844558 0.16 0.14 0.20
H -3.282243 -6.680680 -5.306776 0.07 0.05 0.07
H -2.593654 -6.144956 -6.821389 0.02 0.04 0.08
H -1.706560 -7.297684 -5.823557 -0.02 0.02 0.01
H -0.894937 -4.860390 -5.813840 0.03 0.04 0.12
H -0.240994 -4.793397 -3.540397 -0.10 -0.01 0.07
H -0.198054 -6.485660 -4.006238 -0.12 -0.08 -0.05
H -1.709484 -7.935906 -3.140714 -0.03 0.03 -0.09
H -3.292535 -7.093211 -3.239391 0.03 -0.21 -0.11
H -2.568034 -7.427985 -1.674251 0.10 0.06 0.01
H -2.121086 -3.362783 -4.497564 -0.01 -0.01 -0.14
H -3.180593 -4.478540 -4.051128 -0.04 -0.04 -0.14
C 4.188718 -11.397812 -0.891564 -0.01 -0.19 0.20
C 5.260680 -10.376425 -1.261184 -0.29 0.00 -0.27
C 4.776471 -8.914229 -1.221131 0.22 0.05 0.05
O 3.939512 -8.530282 -2.303739 -0.09 0.03 0.34
C 2.600283 -8.988263 -2.201621 0.12 0.08 -0.38
N 5.815365 -10.723996 -2.574151 0.06 0.31 0.03
H 3.494971 -11.596743 -1.708795 0.06 0.10 -0.01
H 4.652203 -12.353634 -0.639803 0.02 0.08 -0.05
H 3.611721 -11.069067 -0.023728 0.00 -0.01 -0.02
H 6.060649 -10.468533 -0.518988 0.01 0.12 -0.06
H 5.656275 -8.267142 -1.289533 -0.05 -0.01 -0.11
H 4.291903 -8.679593 -0.262345 -0.10 -0.12 -0.02
H 2.241783 -8.980822 -1.168207 0.04 -0.09 0.03
H 2.512965 -9.985761 -2.634167 -0.17 -0.07 0.18
H 1.969802 -8.322047 -2.792947 0.09 0.09 0.03
H 6.609247 -10.117253 -2.767441 0.05 -0.16 0.03
H 5.129128 -10.454818 -3.277305 0.02 -0.15 0.04
```
Positions in Å, forces in eV/Å.

Output
- HOMO-LUMO gap (eV) = 5.10
- E_tot (eV) = -116700.631
- total charge = +1
- energy relative to the best compared isomer or geometry (same formula, charge and spin) (kJ/mol) = 354.09

=====

(2)
17 unconnected molecules or ions with the total composition C34H74BBr32NO3P in a non-equilibrium geometry, computed with ωB97M-V with the def2-TZVPD basis set.

```
146
Properties=species:S:1:pos:R:3:forces:R:3
N 1.329386 -2.496036 0.879644 -0.14 0.02 -1.00
B 0.910553 -1.221866 0.234977 0.69 0.30 0.11
O -0.003941 -1.275565 -0.812709 -0.44 -0.80 0.57
P 1.631235 0.463307 0.949389 -0.43 -0.30 0.07
O 2.731898 0.856347 -0.373379 0.24 0.10 0.11
C 2.834849 2.249367 -0.545565 -0.49 -0.48 -0.74
C 2.182256 2.921498 0.665330 0.27 0.22 -0.51
O 2.149772 1.978300 1.665583 -0.43 -0.38 0.49
H 1.104092 -2.337260 1.853988 0.04 -0.16 0.42
H 2.343522 -2.433867 0.870823 0.05 -0.18 0.23
H -0.732064 -0.699835 -0.566166 0.06 0.68 -0.51
H 2.748302 -0.242505 1.580738 -0.12 0.09 0.28
H 0.741523 0.227771 2.119068 0.16 -0.20 -0.01
H 0.531518 1.181187 0.278742 0.07 0.25 0.00
H 3.843807 2.597053 -0.737736 0.70 -0.22 0.26
H 2.301694 2.483748 -1.460701 -0.33 0.48 -0.35
H 1.217710 3.289507 0.327973 -0.77 -0.06 0.23
H 2.697354 3.797334 1.002018 0.60 0.42 0.24
Br 0.977826 4.206139 -5.020657 0.04 0.01 -0.02
C 1.685891 3.372137 -6.632108 -0.29 0.02 0.13
C 2.668818 2.286344 -6.299009 0.16 -0.04 -0.02
Br 4.368793 3.028714 -5.733530 0.09 -0.01 0.07
H 2.121865 4.164030 -7.230153 0.04 0.03 -0.03
H 0.824087 2.959478 -7.151305 -0.01 -0.05 -0.03
H 2.887044 1.685955 -7.178084 -0.02 -0.01 -0.05
H 2.327377 1.640086 -5.496577 -0.02 0.00 0.02
Br -1.272048 -7.262371 -2.503192 -0.04 -0.02 0.04
C -1.405828 -5.521665 -1.630018 0.03 -0.04 -0.15
C -0.085574 -5.046504 -1.099063 -0.06 0.28 0.30
Br 0.417862 -5.970202 0.526614 0.07 -0.22 0.05
H -2.152435 -5.622885 -0.851416 -0.02 -0.01 0.06
H -1.765241 -4.843571 -2.398122 0.00 0.05 -0.04
H -0.139467 -3.993828 -0.817124 0.04 0.01 0.02
H 0.721463 -5.190917 -1.801874 0.11 -0.02 -0.17
Br 5.511474 4.521783 0.950850 0.35 -0.07 0.07
C 6.338243 2.772132 0.778472 -0.22 0.08 0.17
C 7.664240 2.693649 1.481080 0.08 -0.09 -0.12
Br 9.079736 3.601399 0.492050 0.00 0.04 0.05
H 6.412274 2.566457 -0.282689 0.03 -0.05 -0.06
H 5.628736 2.080933 1.229897 -0.02 -0.05 -0.01
H 7.989819 1.660141 1.560733 -0.01 -0.05 -0.02
H 7.637418 3.143942 2.465553 -0.02 0.05 0.06
Br 2.743613 -3.817119 -5.827485 0.05 0.00 0.02
C 3.946289 -3.636491 -4.301547 -0.25 -0.20 0.03
C 3.676867 -2.388893 -3.507030 0.20 0.04 0.01
Br 4.342771 -0.840971 -4.471125 0.00 0.18 0.07
H 4.951717 -3.660267 -4.704928 0.07 0.02 0.01
H 3.779824 -4.520883 -3.691415 -0.03 -0.01 0.03
H 4.220921 -2.440646 -2.560311 -0.19 0.19 -0.21
H 2.623124 -2.216126 -3.317401 -0.04 -0.03 0.02
Br -2.054992 -7.912333 3.180556 0.02 -0.08 -0.02
C -0.506864 -7.608472 4.314842 -0.16 -0.17 -0.07
C -0.738155 -6.478340 5.278244 0.18 0.20 0.01
Br -0.639919 -4.766739 4.365269 -0.11 -0.03 -0.09
H 0.330587 -7.423620 3.651319 0.06 0.05 0.00
H -0.346452 -8.540110 4.850818 0.00 -0.02 0.06
H 0.040843 -6.454498 6.036830 0.04 0.01 0.01
H -1.709012 -6.524765 5.758326 -0.07 -0.05 0.01
Br 4.604425 -2.807371 1.950100 0.31 0.04 -0.16
C 5.240854 -4.471629 1.173832 -0.09 0.21 0.02
C 6.512775 -4.339077 0.370712 0.02 -0.09 -0.06
Br 6.325324 -3.546763 -1.405722 -0.05 -0.05 0.31
H 4.414030 -4.866900 0.593037 0.00 -0.07 -0.05
H 5.429868 -5.117991 2.026814 0.04 -0.12 -0.05
H 6.919548 -5.328436 0.177818 0.03 -0.03 0.03
H 7.253077 -3.733221 0.878924 0.03 0.03 0.07
Br 2.395285 6.545895 2.527400 0.06 -0.02 -0.04
C 2.508626 7.746585 0.999363 -0.17 -0.13 0.28
C 1.879066 7.154180 -0.229262 0.10 -0.07 -0.30
Br 3.000547 5.797088 -1.052882 -0.19 0.24 -0.12
H 3.556674 7.973165 0.858403 0.09 -0.02 -0.02
H 1.979730 8.645873 1.301547 -0.03 0.07 -0.06
H 1.757288 7.922430 -0.986848 -0.03 0.09 0.00
H 0.921035 6.687231 -0.026901 -0.03 -0.01 0.08
Br -0.384434 7.136489 -7.423110 0.09 0.04 0.00
C -2.201029 6.466586 -7.281537 0.16 0.04 0.15
C -2.227669 4.964801 -7.368863 -0.14 -0.02 -0.19
Br -1.949671 4.373799 -9.200777 0.08 -0.11 0.03
H -2.774842 6.947004 -8.066193 -0.03 -0.03 -0.07
H -2.561890 6.798281 -6.311886 0.01 -0.02 0.06
H -3.200605 4.579603 -7.076341 -0.05 0.02 0.01
H -1.456416 4.501222 -6.763932 0.04 0.03 0.07
Br -4.543580 -5.642344 5.052789 -0.10 0.18 -0.03
C -6.194256 -6.651619 5.222543 0.25 0.02 0.13
C -6.001822 -8.089188 4.827716 -0.12 -0.10 -0.18
Br -5.895090 -8.304512 2.896465 0.04 -0.03 0.02
H -6.937610 -6.150474 4.613528 -0.06 -0.01 -0.06
H -6.473860 -6.577937 6.269365 -0.04 -0.04 0.06
H -6.857828 -8.684824 5.131681 -0.06 0.04 0.06
H -5.092679 -8.514226 5.239049 0.08 0.03 0.03
Br -0.360159 6.658242 -11.952082 -0.03 0.07 -0.03
C 0.380133 8.445831 -12.155212 0.07 -0.23 0.03
C 0.591113 9.126354 -10.829356 -0.11 0.14 0.04
Br -1.077659 9.749889 -10.055781 -0.04 0.03 -0.08
H -0.299583 8.993479 -12.796940 -0.03 0.07 -0.02
H 1.331195 8.309567 -12.662788 0.06 0.04 0.00
H 1.200402 10.016824 -10.957331 0.03 0.03 -0.03
H 1.048382 8.474579 -10.092890 0.01 -0.08 0.01
Br 0.982347 -3.653986 7.868948 -0.02 -0.07 -0.01
C -0.491185 -2.546499 7.250355 0.19 0.11 0.10
C -1.485308 -2.274701 8.341891 -0.21 -0.08 -0.04
Br -2.593853 -3.827132 8.716454 0.14 -0.11 0.16
H -0.928835 -3.064880 6.407620 -0.06 -0.02 -0.05
H -0.036822 -1.619983 6.909563 0.02 0.05 0.00
H -2.174855 -1.491241 8.034261 -0.03 0.02 -0.01
H -1.018261 -1.995932 9.279718 0.07 0.03 0.03
Br -6.732558 -4.403802 8.375746 0.05 0.04 0.04
C -7.246610 -2.654975 7.697102 -0.09 -0.19 -0.04
C -6.599805 -2.343595 6.374409 0.15 0.18 0.03
Br -4.728785 -1.879641 6.588584 -0.10 0.04 -0.17
H -6.983201 -1.937562 8.465695 0.03 0.06 0.02
H -8.327180 -2.693929 7.590529 -0.05 0.01 -0.03
H -7.068743 -1.472054 5.925707 -0.05 0.03 0.00
H -6.636265 -3.173878 5.677960 -0.01 -0.09 0.00
Br -1.483952 3.220138 -12.651006 -0.05 -0.10 -0.05
C 0.232280 3.025684 -13.540143 -0.08 0.14 0.20
C 0.308576 3.858033 -14.789706 0.04 -0.11 -0.18
Br -0.701122 3.066602 -16.253474 -0.03 0.04 0.02
H 0.370380 1.968115 -13.729777 0.02 -0.06 -0.06
H 0.970141 3.365634 -12.818358 0.04 0.05 0.01
H 1.334122 3.914569 -15.143845 0.05 -0.01 0.01
H -0.082190 4.857756 -14.642675 -0.02 0.05 0.05
Br -6.309600 -11.386868 8.389974 -0.06 0.00 0.01
C -7.206497 -12.476928 7.052442 0.22 0.06 0.10
C -7.428142 -11.716292 5.774968 -0.21 0.03 -0.08
Br -8.889223 -10.442378 5.937912 0.01 0.00 0.02
H -8.132155 -12.821758 7.496990 -0.07 -0.01 0.00
H -6.547755 -13.322802 6.878140 0.03 -0.03 -0.05
H -7.721001 -12.390309 4.975182 0.00 -0.05 -0.02
H -6.553591 -11.153070 5.469581 0.07 0.01 -0.01
Br 3.997973 10.175287 -1.033339 -0.13 0.07 -0.09
C 2.809649 11.515834 -1.794978 0.27 -0.02 0.07
C 1.780386 12.008447 -0.815041 -0.18 -0.05 -0.07
Br 0.336368 10.732715 -0.556541 0.05 -0.03 0.05
H 2.365873 11.073779 -2.679096 -0.06 -0.02 -0.04
H 3.462356 12.334015 -2.086665 -0.01 0.07 -0.02
H 1.299808 12.905046 -1.196658 0.02 0.05 -0.03
H 2.201931 12.209942 0.162353 0.05 0.00 0.05
Br -4.252453 -0.477403 13.637236 0.00 -0.05 -0.04
C -2.786231 -0.372298 12.363118 -0.04 0.09 0.18
C -3.106440 0.548532 11.217579 -0.04 -0.14 -0.17
Br -4.335076 -0.276367 9.957658 0.01 0.05 0.00
H -2.582236 -1.385571 12.036087 0.00 -0.05 -0.05
H -1.939575 0.006410 12.928661 0.04 0.04 0.00
H -2.208164 0.764279 10.644971 0.05 0.00 0.00
H -3.560215 1.476949 11.542146 -0.01 0.05 0.07
```
Positions in Å, forces in eV/Å.

Output
- HOMO-LUMO gap (eV) = 5.37
- E_tot (eV) = -2295419.060
- total charge = -1
- energy relative to the best compared isomer or geometry (same formula, charge and spin) (kJ/mol) = 45.15

=====

(3)
2 unconnected molecules or ions with the total composition C3H10O3 in a non-equilibrium geometry, computed with ωB97M-V with the def2-TZVPD basis set.

```
16
Properties=species:S:1:pos:R:3:forces:R:3
C 0.351605 0.920708 0.931802 -0.90 1.46 0.70
O 0.781645 1.525688 2.214622 -1.52 0.74 -1.76
C 0.908689 -0.432019 0.831449 0.01 -3.48 0.89
C 0.553479 -1.106654 -0.505401 0.17 -1.56 2.91
O 1.136028 -2.369986 -0.650636 -1.14 1.18 1.35
H 0.732622 1.427098 0.020124 -0.41 0.63 0.70
H -0.763784 0.772276 0.859244 0.88 0.82 0.16
H 0.312097 2.418697 2.353792 1.01 -2.07 -0.56
H 0.466897 -1.132431 1.628771 0.98 1.06 -0.73
H 2.008840 -0.485246 0.864372 -0.14 0.13 0.30
H 0.782418 -0.572963 -1.360573 -0.43 1.39 -2.36
H -0.629047 -1.326959 -0.395579 1.12 0.31 -0.56
H 0.917065 -2.690758 -1.527101 0.23 -0.48 -1.12
H -3.050607 0.501923 -2.060129 1.81 0.38 1.07
H -2.297649 1.760669 -1.634895 0.26 -0.52 0.17
O -2.210299 0.789956 -1.569863 -1.93 0.00 -1.17
```
Positions in Å, forces in eV/Å.

Output
- HOMO-LUMO gap (alpha / beta) (eV) = 10.68 / 4.24
- E_tot (eV) = -9404.253
- total charge = +1
- energy relative to the best compared isomer or geometry (same formula, charge and spin) (kJ/mol) = 234.31
- 2S+1 = 2

=====

(4)
A molecular structure, C2H3NO2, computed with ωB97M-V with the def2-TZVPD basis set.

```
8
Properties=species:S:1:pos:R:3:forces:R:3
O -0.422939 0.244277 -1.191579 0.20 0.07 0.22
C -1.015173 -0.209569 -0.149896 0.10 -0.02 0.13
N -0.240549 -0.205499 0.881457 -0.21 -0.03 -0.05
C 1.072703 0.381353 -0.298484 0.34 0.50 -0.16
O 1.561786 1.446661 -0.158905 -0.56 -0.77 -0.07
H -2.050740 -0.561508 -0.200382 0.20 0.07 0.00
H -0.513286 -0.580694 1.782979 0.06 0.07 -0.15
H 1.533997 -0.576014 -0.559187 -0.14 0.11 0.08
```
Positions in Å, forces in eV/Å.

Output
- HOMO-LUMO gap (eV) = 11.21
- E_tot (eV) = -7706.024
- energy relative to the best compared isomer or geometry (same formula, charge and spin) (kJ/mol) = 175.45